# 1
32
Properties=species:S:1:pos:R:3:mulliken_charge:R:1 method="wB97M-V/def2-TZVPD" max_force_ev_per_a=0.68 homo_lumo_gap_ev=10.430 homo_energy_ev=-10.47 lumo_energy_ev=-0.04 smiles="O=C(O[C@@H](COCOCCO)S(=O)(=O)C(F)(F)F)C(F)(F)F"
S -2.146 1.929 -0.553 1.201
F 1.801 1.824 3.888 -0.240
F 2.550 1.001 2.045 -0.236
F -4.251 2.679 0.699 -0.215
F -2.473 3.177 1.809 -0.206
F -3.189 1.135 1.756 -0.208
F 2.280 3.131 2.246 -0.250
O -2.572 0.624 -0.959 -0.608
O -2.408 3.093 -1.346 -0.684
O 1.573 -1.541 -1.849 -0.421
O 0.047 2.541 0.978 -0.339
O -0.439 1.042 2.605 -0.451
O -0.187 -4.179 -0.679 -0.518
O 0.143 0.280 -1.826 -0.370
C -3.053 2.247 1.064 0.674
C 1.088 -3.886 -1.245 -0.646
C -0.315 1.921 -0.245 -0.204
C 0.324 1.770 2.056 0.470
C 1.772 1.950 2.578 0.819
C 0.286 -1.077 -2.165 -0.607
C 1.640 -2.521 -0.817 0.106
C 0.273 0.533 -0.449 -0.825
H 1.336 0.576 -0.181 0.606
H 0.141 -1.119 -3.245 0.313
H 2.700 -2.594 -0.564 0.366
H -0.252 -0.219 0.154 0.466
H 1.096 -2.172 0.070 0.130
H 1.804 -4.682 -1.013 0.327
H -0.067 -4.490 0.225 0.322
H -0.487 -1.677 -1.662 0.491
H 0.933 -3.865 -2.327 0.292
H 0.049 2.568 -1.046 0.445


# 2
21
Properties=species:S:1:pos:R:3:mulliken_charge:R:1 method="wB97M-V/def2-TZVPD" max_force_ev_per_a=3.41 homo_lumo_gap_ev=9.378 relative_energy_kcal_mol=0.0 homo_energy_ev=-9.13 lumo_energy_ev=0.24 smiles=CC[C@@](O)(I)c1ccccn1
I 3.373 0.149 0.220 -0.026
O 1.191 1.102 -1.630 -0.510
N 0.063 -0.773 1.148 -0.296
C -1.238 -2.618 0.372 -0.367
C 0.344 -0.522 -0.091 0.485
C -0.775 -1.805 1.419 -0.435
C 0.803 1.811 0.648 -0.533
C -0.032 -1.280 -1.133 -0.420
C -0.838 -2.363 -0.945 -0.449
C -0.704 2.129 0.296 -1.211
C 1.244 0.710 -0.310 -0.189
H -1.161 -2.848 -1.835 0.429
H -1.213 -2.020 2.372 0.385
H -0.849 3.106 0.595 0.462
H -1.901 -3.454 0.442 0.368
H 1.024 1.364 1.643 0.352
H 0.073 -0.794 -2.063 0.434
H -1.363 1.490 0.787 0.314
H 1.234 2.744 0.494 0.497
H 1.742 1.999 -1.666 0.429
H -1.016 1.870 -0.763 0.281


# 3
25
Properties=species:S:1:pos:R:3:mulliken_charge:R:1 method="wB97M-V/def2-TZVPD" charge=+2 max_force_ev_per_a=6.94 homo_lumo_gap_ev=6.453 relative_energy_kcal_mol=10.2 homo_energy_ev=-15.99 lumo_energy_ev=-9.53
S -1.069 -3.083 1.707 0.540
Mg 0.212 -0.581 -0.482 0.953
O 3.207 0.789 -0.201 -0.126
O -0.093 2.818 -0.462 -0.115
O -0.395 -3.722 2.894 -0.537
O -3.061 0.312 -0.589 -0.129
O 0.395 1.181 2.772 -0.089
C -0.009 -0.271 -4.731 -0.476
C 2.228 0.170 -0.297 0.421
C -0.005 -1.568 -4.410 -0.629
C 0.297 0.614 1.773 0.186
C 0.380 -2.756 0.625 -0.835
C -1.863 -1.588 2.413 -0.556
C -1.986 -0.105 -0.506 0.272
C 0.031 1.685 -0.651 0.212
H -2.954 -1.733 2.300 0.343
H 0.911 -3.740 0.648 0.402
H -0.945 0.288 -4.861 0.291
H 0.297 -2.568 -0.508 0.411
H -1.569 -1.406 3.477 0.392
H -1.705 -0.625 1.850 -0.072
H 0.970 -2.090 1.283 0.229
H 0.930 -2.133 -4.306 0.312
H -0.938 -2.128 -4.268 0.314
H 0.921 0.288 -4.894 0.289


# 4
20
Properties=species:S:1:pos:R:3:mulliken_charge:R:1 method="wB97M-V/def2-TZVPD" max_force_ev_per_a=3.78 homo_lumo_gap_ev=9.328 relative_energy_kcal_mol=51.6 homo_energy_ev=-8.83 lumo_energy_ev=0.50 smiles="C/C=C/c1ccc(C)nn1"
N -1.339 1.889 0.941 -0.517
N -1.520 0.938 0.050 -0.384
C -0.259 1.768 1.722 0.848
C 0.468 0.614 1.927 -0.774
C 0.328 -1.677 -1.877 -0.071
C -0.642 -0.013 -0.196 0.246
C 0.325 -0.255 0.891 -0.221
C -0.761 -1.054 -1.265 -0.276
C 0.119 2.924 2.589 -0.985
C 0.191 -2.651 -3.122 -1.107
H 0.692 -3.594 -3.011 0.325
H 1.260 0.519 2.641 0.371
H 0.971 -1.069 0.916 0.424
H -0.038 2.519 3.573 0.283
H 1.241 3.056 2.581 0.293
H 0.709 -2.292 -3.958 0.305
H -0.893 -2.825 -3.365 0.284
H -1.759 -1.473 -1.445 0.284
H 1.285 -1.163 -1.752 0.345
H -0.377 3.841 2.159 0.327


# 5
21
Properties=species:S:1:pos:R:3:mulliken_charge:R:1 method="wB97M-V/def2-TZVPD" max_force_ev_per_a=3.25 homo_lumo_gap_ev=6.935 relative_energy_kcal_mol=90.2 homo_energy_ev=-6.30 lumo_energy_ev=0.64 smiles=Cc1c2c(O)ccc-2[nH]n1C
O 1.126 0.649 -3.210 -0.542
N -0.422 -0.233 1.088 0.378
N -1.684 -0.242 0.499 -0.380
C -0.172 -0.726 2.443 -0.904
C -0.090 0.248 -1.069 0.693
C 0.541 -0.047 0.096 0.501
C -1.327 0.551 -2.969 -0.366
C -2.264 0.314 -1.904 -1.032
C 1.992 0.003 0.482 -1.529
C -0.041 0.515 -2.498 0.053
C -1.564 0.157 -0.782 -0.044
H 2.528 0.407 -0.395 0.356
H 2.261 -1.074 0.428 0.353
H 0.882 0.614 -4.195 0.315
H -2.465 -0.031 1.087 0.284
H 0.749 -1.386 2.310 0.283
H 2.062 0.385 1.508 0.350
H -1.082 -1.179 2.773 0.370
H -1.324 0.938 -4.003 0.250
H 0.200 0.170 2.979 0.286
H -3.363 0.212 -1.944 0.325